1.
Below is a 9-piece molecular cluster, C29H79B3INO12P2 overall at a distorted geometry, with properties calculated with ωB97M-V/def2-TZVPD.

Properties
SMILES   CCNB1OB(P(O)I)OB(P(C)CC)O1.CC(C)O.CC(C)O.CC(C)O.CC(C)O.CC(C)O.CC(C)O.CC(C)O.CC(C)O
Lowest unoccupied orbital energy   -0.0327 Ha
HOMO-LUMO gap   7.20 eV
Energy   -3165.07396 Eh
E_HOMO   -8.087 eV

ORCA input file:
```
! wB97M-V def2-TZVPD RIJCOSX def2/J DEFGRID3
* xyz 0 1
C -2.114 -1.694 0.624
C -0.905 -1.115 -0.321
N 0.204 -0.401 0.420
B 0.452 -0.970 1.805
O 0.573 0.038 2.917
B 1.836 -0.406 3.605
P 3.524 0.478 3.412
O 4.713 -0.108 4.572
I 4.400 -0.357 1.215
O 1.717 -1.624 4.435
B 0.904 -2.579 3.602
P 0.270 -4.143 4.584
C 0.681 -3.944 6.471
C 1.312 -5.703 4.056
C 2.387 -5.285 2.891
O 0.631 -2.393 2.156
H -1.874 -2.754 1.116
H -3.031 -1.909 -0.109
H -2.532 -0.916 1.413
H -1.405 -0.297 -1.033
H -0.419 -1.905 -1.037
H -0.105 0.598 0.480
H 4.580 -1.118 4.537
H 0.967 -2.833 6.705
H -0.156 -4.364 7.174
H 1.666 -4.583 6.660
H 1.940 -6.139 4.968
H 0.578 -6.526 3.651
H 3.210 -4.552 3.309
H 1.869 -4.884 1.920
H 2.966 -6.283 2.597
C 2.545 -10.785 2.881
C 1.774 -9.479 2.982
C 0.326 -9.656 2.556
O 2.394 -8.499 2.153
H 2.560 -11.153 1.849
H 3.589 -10.640 3.179
H 2.102 -11.556 3.520
H 1.812 -9.108 4.012
H 0.261 -9.984 1.512
H -0.214 -8.705 2.622
H -0.184 -10.392 3.185
H 2.365 -8.821 1.236
C -0.133 4.974 -0.592
C -0.865 3.844 0.115
C -0.737 3.961 1.626
O -0.327 2.594 -0.309
H 0.938 4.952 -0.360
H -0.223 4.870 -1.678
H -0.534 5.949 -0.298
H -1.923 3.858 -0.167
H 0.312 3.903 1.936
H -1.258 3.135 2.121
H -1.157 4.906 1.986
H 0.613 2.573 -0.063
C 4.441 -5.548 -1.121
C 3.957 -6.972 -0.901
C 5.122 -7.946 -0.818
O 3.100 -7.351 -1.975
H 4.995 -5.462 -2.062
H 3.592 -4.859 -1.190
H 5.090 -5.221 -0.303
H 3.369 -7.023 0.021
H 5.700 -7.946 -1.749
H 4.758 -8.969 -0.673
H 5.792 -7.691 0.009
H 3.615 -7.308 -2.799
C -2.578 -5.600 1.118
C -3.328 -5.341 -0.179
C -3.517 -6.622 -0.975
O -2.602 -4.399 -0.965
H -1.578 -6.001 0.919
H -2.439 -4.667 1.674
H -3.120 -6.309 1.752
H -4.306 -4.898 0.043
H -2.550 -7.060 -1.248
H -4.047 -6.419 -1.912
H -4.086 -7.362 -0.404
H -1.733 -4.784 -1.167
C -2.256 5.767 -4.678
C -2.846 6.297 -3.380
C -4.063 7.170 -3.641
O -1.859 7.057 -2.688
H -1.926 6.590 -5.322
H -1.373 5.151 -4.476
H -2.986 5.165 -5.226
H -3.126 5.458 -2.734
H -3.797 8.042 -4.248
H -4.470 7.553 -2.699
H -4.848 6.609 -4.158
H -1.604 7.804 -3.254
C 1.655 6.671 -6.185
C 0.678 7.085 -7.274
C 1.137 6.604 -8.641
O 0.560 8.505 -7.287
H 2.645 7.107 -6.360
H 1.319 7.034 -5.208
H 1.757 5.582 -6.138
H -0.313 6.675 -7.053
H 2.108 7.038 -8.903
H 0.431 6.920 -9.417
H 1.223 5.514 -8.668
H 1.436 8.877 -7.482
C -3.911 1.679 3.300
C -4.643 0.550 4.007
C -4.516 0.666 5.517
O -4.105 -0.700 3.583
H -2.841 1.658 3.532
H -4.002 1.575 2.213
H -4.313 2.654 3.593
H -5.702 0.563 3.725
H -3.466 0.609 5.828
H -5.037 -0.160 6.013
H -4.935 1.611 5.877
H -3.166 -0.722 3.829
C 0.866 11.930 -2.140
C 0.383 10.505 -1.920
C 1.547 9.531 -1.838
O -0.474 10.127 -2.994
H 1.420 12.015 -3.081
H 0.017 12.618 -2.210
H 1.516 12.257 -1.322
H -0.206 10.454 -0.998
H 2.125 9.531 -2.769
H 1.184 8.508 -1.692
H 2.217 9.786 -1.010
H 0.040 10.169 -3.818
*
```

---

2.
Below is C29H80F3HfN6O13S as an isolated structure at a distorted geometry, with properties calculated with ωB97M-V/def2-TZVPD.

Properties
Lowest unoccupied orbital energy (alpha / beta)   -0.2618 / -0.2521 Ha
HOMO-LUMO gap (alpha / beta)   5.13 / 5.39 eV
Energy   -3204.64796 Eh
E_HOMO (alpha / beta)   -12.250 / -12.250 eV

ORCA input file:
```
! wB97M-V def2-TZVPD RIJCOSX def2/J DEFGRID3
* xyz 2 2
Hf 3.975 -1.159 -0.441
C -0.021 1.672 -0.728
F -1.332 1.821 -0.470
F 0.342 1.230 -1.959
F 0.694 2.747 -0.487
S 0.569 0.242 0.451
O 0.689 0.743 1.809
O -0.412 -0.837 0.315
O 1.945 -0.205 -0.005
C 3.189 5.568 -0.437
O 3.209 5.494 -1.840
H 2.611 6.398 -0.031
H 2.719 4.619 -0.181
H 4.167 5.587 0.045
H 2.352 5.766 -2.177
C 1.382 0.569 -4.720
O 2.156 -0.535 -4.326
H 0.298 0.482 -4.644
H 1.702 1.402 -4.093
H 1.512 0.798 -5.777
H 2.382 -1.141 -5.036
C -6.788 -2.138 -3.515
C -5.650 -3.067 -3.277
C -4.317 -2.219 -3.129
O -4.411 -1.241 -2.037
C -3.153 -0.577 -1.765
N -5.936 -3.687 -1.975
H -6.638 -1.458 -4.354
H -6.999 -1.547 -2.624
H -7.684 -2.734 -3.689
H -5.550 -3.838 -4.041
H -4.256 -1.740 -4.107
H -3.480 -2.853 -2.838
H -2.839 0.137 -2.527
H -2.311 -1.262 -1.670
H -3.270 -0.067 -0.809
H -6.897 -3.995 -1.977
H -5.902 -2.923 -1.315
C -3.695 -2.820 2.148
C -2.165 -2.663 2.123
C -1.455 -3.261 3.437
O -1.939 -2.621 4.624
C -1.291 -2.973 5.865
N -1.654 -3.253 0.886
H -4.143 -2.301 1.301
H -4.074 -2.398 3.079
H -4.028 -3.857 2.202
H -1.869 -1.621 2.003
H -0.379 -3.105 3.365
H -1.609 -4.339 3.490
H -1.351 -4.053 6.004
H -1.781 -2.521 6.728
H -0.293 -2.538 5.815
H -2.443 -3.522 0.316
H -1.181 -2.480 0.441
C 0.122 -2.144 -2.649
C 1.186 -2.870 -1.823
C 1.228 -4.413 -2.080
O 2.052 -5.062 -1.086
C 2.042 -6.484 -1.213
N 2.426 -2.137 -2.116
H -0.869 -2.524 -2.400
H 0.290 -2.349 -3.706
H 0.026 -1.059 -2.637
H 1.048 -2.816 -0.743
H 1.598 -4.605 -3.087
H 0.217 -4.810 -1.985
H 2.486 -6.802 -2.156
H 1.047 -6.925 -1.149
H 2.530 -6.851 -0.310
H 2.106 -1.639 -2.934
H 2.911 -2.850 -2.641
C 2.084 -4.600 2.269
C 2.382 -3.196 1.649
C 2.918 -2.173 2.664
O 3.384 -0.977 1.988
C 3.439 0.060 2.940
N 3.290 -3.224 0.501
H 1.720 -5.397 1.620
H 1.297 -4.399 2.994
H 2.949 -4.968 2.821
H 1.464 -2.761 1.253
H 3.790 -2.572 3.182
H 2.137 -1.993 3.402
H 4.172 -0.176 3.711
H 2.498 0.336 3.415
H 3.792 1.020 2.561
H 2.890 -3.932 -0.098
H 3.964 -3.888 0.853
C 0.442 4.226 5.294
C 0.707 2.976 4.433
C -0.195 1.715 4.766
O -0.264 1.333 6.173
C -1.485 0.751 6.647
N 0.297 3.406 3.089
H 0.844 4.194 6.306
H -0.642 4.290 5.386
H 0.805 5.148 4.840
H 1.787 2.829 4.465
H 0.111 0.849 4.178
H -1.219 1.882 4.431
H -2.331 1.424 6.505
H -1.432 0.548 7.717
H -1.728 -0.164 6.107
H 0.410 2.599 2.492
H -0.691 3.583 2.973
C -0.754 6.149 -1.282
C -0.349 5.840 -2.728
C -1.527 6.145 -3.716
O -2.688 5.342 -3.420
C -2.515 3.907 -3.629
N 0.934 6.513 -3.032
H -0.958 7.198 -1.065
H 0.041 5.834 -0.606
H -1.630 5.583 -0.967
H -0.208 4.763 -2.816
H -1.296 5.963 -4.766
H -1.822 7.194 -3.713
H -1.865 3.783 -4.495
H -3.503 3.463 -3.749
H -2.006 3.419 -2.798
H 1.357 6.235 -3.906
H 0.792 7.508 -3.132
C 4.009 2.120 -0.536
C 3.688 1.840 -2.024
O 3.568 0.408 -2.284
O 4.632 1.025 0.133
H 3.061 2.208 -0.004
H 4.546 3.059 -0.396
H 4.550 2.154 -2.613
H 2.785 2.365 -2.335
H 3.283 0.399 -3.200
H 5.149 1.450 0.820
*
```

---

3.
Below is a 11-piece molecular cluster, C29H80N4O11 overall at a distorted geometry, with properties calculated with ωB97M-V/def2-TZVPD.

Properties
SMILES   NC(N)=O.NC(N)=O.CC(C)O.CC(C)O.CC(C)O.CC(C)O.CC(C)O.CC(C)O.CC(C)O.CC(C)O.CC(C)O
Lowest unoccupied orbital energy   0.0055 Ha
HOMO-LUMO gap   8.70 eV
Energy   -2199.14708 Eh
ΔE to the lowest compared entry with this formula, charge and spin   12.8271 eV
E_HOMO   -8.550 eV

ORCA input file:
```
! wB97M-V def2-TZVPD RIJCOSX def2/J DEFGRID3
* xyz 0 1
N -1.376 3.466 -1.789
C -1.888 3.103 -0.650
N -1.085 3.135 0.412
O -3.135 2.637 -0.443
H -2.051 3.577 -2.605
H -0.464 3.764 -1.956
H -1.475 2.819 1.297
H -0.121 3.424 0.302
N 2.810 -1.748 0.701
C 2.934 -2.250 1.919
N 3.956 -3.071 2.007
O 2.158 -1.954 2.998
H 2.019 -1.097 0.415
H 3.463 -1.910 -0.087
H 4.223 -3.618 2.833
H 4.534 -3.242 1.155
C 1.525 -2.652 -2.791
C 2.411 -1.643 -3.475
C 2.406 -0.305 -2.714
O 3.569 -2.054 -3.622
H 2.028 -3.173 -2.058
H 1.212 -3.410 -3.472
H 0.732 -2.140 -2.367
H 2.062 -1.478 -4.484
H 3.073 0.528 -2.911
H 2.553 -0.540 -1.644
H 1.407 0.068 -2.725
H 3.507 -2.775 -4.266
C -0.237 -4.796 5.191
C 0.158 -3.582 4.431
C -0.876 -3.219 3.436
O 0.571 -2.603 5.128
H -1.202 -4.494 5.575
H 0.370 -4.983 6.089
H -0.149 -5.726 4.531
H 1.125 -3.841 3.918
H -0.907 -3.904 2.582
H -0.755 -2.218 3.068
H -1.811 -3.069 3.937
H 1.376 -2.841 5.553
C -4.089 2.540 -3.721
C -3.623 3.922 -4.013
C -4.011 4.920 -2.974
O -2.419 4.078 -4.183
H -5.103 2.595 -3.324
H -3.248 2.007 -3.100
H -4.092 2.012 -4.622
H -4.053 4.167 -4.962
H -5.083 5.014 -2.921
H -3.795 5.865 -3.481
H -3.655 4.850 -1.921
H -2.270 4.248 -5.185
C -1.152 -0.511 -4.575
C -0.896 0.558 -5.577
C -0.194 1.642 -4.808
O -0.170 0.342 -6.549
H -1.924 -0.137 -3.956
H -0.334 -0.815 -3.988
H -1.539 -1.411 -5.126
H -1.836 0.966 -6.062
H -0.616 1.827 -3.816
H -0.015 2.519 -5.430
H 0.788 1.294 -4.457
H -0.161 1.095 -7.117
C -1.545 -0.222 -1.249
C -0.615 -0.328 -0.073
C -0.501 -1.762 0.514
O 0.564 0.099 -0.174
H -1.501 0.705 -1.724
H -2.525 -0.346 -0.817
H -1.488 -1.062 -1.910
H -1.113 0.245 0.680
H -0.142 -2.410 -0.221
H -1.441 -2.103 0.883
H 0.275 -1.787 1.297
H 0.472 1.061 -0.307
C 1.906 4.234 0.277
C 2.006 4.178 -1.229
C 1.927 2.732 -1.711
O 1.127 4.883 -1.761
H 1.946 3.323 0.836
H 1.076 4.657 0.678
H 2.744 4.758 0.625
H 2.987 4.651 -1.499
H 1.836 2.749 -2.745
H 1.146 2.092 -1.346
H 2.897 2.287 -1.556
H 1.443 5.759 -1.892
C 2.024 1.661 2.874
C 1.391 0.919 4.020
C 0.704 1.876 5.078
O 0.603 0.063 3.532
H 1.736 0.993 2.015
H 3.126 1.652 3.060
H 1.604 2.673 2.885
H 2.216 0.442 4.576
H 0.302 1.354 5.955
H -0.086 2.494 4.558
H 1.404 2.534 5.503
H 1.128 -0.710 3.386
C 2.185 -5.315 -0.188
C 1.526 -5.297 1.152
C 0.419 -6.325 1.410
O 2.281 -5.193 2.126
H 1.418 -5.136 -0.971
H 2.790 -6.175 -0.309
H 2.912 -4.450 -0.325
H 0.938 -4.450 1.104
H 0.755 -7.378 1.292
H -0.295 -6.143 0.641
H 0.039 -6.276 2.424
H 2.850 -4.461 2.063
C -3.317 2.656 3.644
C -2.337 1.481 3.389
C -2.961 0.092 2.935
O -1.379 1.784 2.589
H -2.640 3.379 4.021
H -4.082 2.397 4.382
H -3.683 2.926 2.650
H -1.860 1.414 4.345
H -3.899 -0.210 3.515
H -2.392 -0.848 2.748
H -3.426 0.223 1.954
H -0.694 1.233 2.841
*
```